(1)
Molecular formula: C43H107O23P
Method: DFT, ωB97M-V with the def2-TZVPD basis set

The calculation puts the HOMO energy at -9.0 eV. The lowest unoccupied orbital energy comes out at 0.0165 Eh. As for the molecular weight: 1023.28 g/mol. The orbital gap comes out at 9.43 eV. Its structure (SMILES) is COP(=O)(OC)OC.C1CCOC1.COCCOC.COCCOC.COCCOC.COCCOC.COCCOC.COCCOC.COCCOC.COCCOC.COCCOC. The calculation puts the relative energy (zero: lowest compared OMol25 entry of this formula, charge and spin) at 4.9 kcal/mol.

The geometry in ORCA input format:
```
! wB97M-V def2-TZVPD RIJCOSX def2/J DEFGRID3
* xyz 0 1
C 0.86 2.13 -1.34
O 0.90 0.94 -0.55
P -0.27 0.31 0.28
O 0.21 -0.51 1.38
O -1.25 1.47 0.68
C -0.82 2.32 1.71
O -1.12 -0.48 -0.78
C -1.63 0.14 -1.96
H 0.89 1.96 -2.43
H 1.69 2.78 -1.07
H -0.07 2.69 -1.22
H 0.22 2.12 1.96
H -1.45 2.15 2.57
H -0.87 3.39 1.50
H -1.71 1.23 -1.92
H -2.60 -0.29 -2.20
H -0.96 -0.08 -2.80
C -0.36 -0.25 5.23
C -0.29 -1.00 6.57
C -1.18 -2.25 6.39
O -1.96 -2.02 5.21
C -1.32 -1.06 4.36
H 0.65 -0.22 4.80
H -0.62 0.79 5.39
H -0.73 -0.41 7.38
H 0.73 -1.24 6.86
H -1.93 -2.33 7.16
H -0.58 -3.15 6.24
H -2.11 -0.45 3.92
H -0.80 -1.58 3.54
C -3.29 3.69 -1.40
O -2.63 3.52 -2.63
C -2.35 4.73 -3.27
C -1.43 5.68 -2.50
O -0.17 5.12 -2.14
C 0.55 4.69 -3.23
H -4.07 4.45 -1.48
H -2.58 3.95 -0.62
H -3.73 2.73 -1.13
H -3.23 5.32 -3.59
H -1.81 4.44 -4.18
H -1.90 6.03 -1.58
H -1.24 6.54 -3.16
H 0.64 5.51 -3.96
H 0.12 3.80 -3.69
H 1.56 4.47 -2.89
C 3.91 -4.43 1.98
O 2.68 -4.21 1.31
C 2.82 -3.27 0.24
C 1.51 -3.09 -0.48
O 1.19 -4.04 -1.46
C 0.87 -5.29 -0.93
H 4.66 -4.80 1.24
H 3.76 -5.24 2.69
H 4.32 -3.54 2.46
H 3.62 -3.59 -0.46
H 3.12 -2.28 0.65
H 1.55 -2.12 -0.98
H 0.74 -3.05 0.31
H 1.75 -5.92 -0.81
H 0.18 -5.76 -1.63
H 0.37 -5.16 0.04
C -6.17 -0.45 -4.65
O -5.73 0.86 -4.79
C -4.39 1.06 -4.40
C -3.37 0.72 -5.45
O -3.34 -0.69 -5.65
C -2.45 -1.08 -6.66
H -5.98 -1.04 -5.55
H -7.25 -0.42 -4.48
H -5.68 -0.96 -3.82
H -4.19 0.47 -3.50
H -4.26 2.11 -4.14
H -2.38 1.03 -5.06
H -3.58 1.26 -6.38
H -2.65 -0.65 -7.65
H -2.51 -2.16 -6.71
H -1.42 -0.83 -6.35
C 1.82 2.41 6.55
O 2.03 3.48 5.65
C 2.76 3.01 4.56
C 2.91 4.05 3.50
O 1.76 4.12 2.67
C 1.95 5.05 1.64
H 1.49 1.47 6.08
H 1.03 2.71 7.23
H 2.75 2.14 7.07
H 2.38 2.05 4.21
H 3.79 2.80 4.93
H 3.79 3.78 2.90
H 2.98 5.04 3.96
H 2.58 4.64 0.84
H 2.35 5.99 2.04
H 0.98 5.24 1.20
C 4.46 2.74 -2.47
O 3.90 3.20 -3.69
C 4.26 2.39 -4.84
C 3.23 1.34 -5.13
O 3.13 0.47 -4.06
C 2.51 -0.74 -4.40
H 4.17 3.45 -1.70
H 5.56 2.74 -2.51
H 4.11 1.72 -2.30
H 5.26 1.96 -4.76
H 4.22 3.12 -5.67
H 3.54 0.80 -6.04
H 2.25 1.81 -5.29
H 3.21 -1.40 -4.93
H 1.64 -0.55 -5.04
H 2.18 -1.22 -3.48
C -4.78 -6.17 0.00
O -3.41 -5.94 0.03
C -3.06 -4.81 -0.69
C -3.70 -3.54 -0.19
O -3.51 -3.33 1.16
C -2.28 -2.75 1.44
H -5.17 -6.03 -1.02
H -5.31 -5.51 0.68
H -4.97 -7.20 0.30
H -3.32 -4.95 -1.75
H -1.98 -4.72 -0.67
H -4.77 -3.51 -0.41
H -3.31 -2.71 -0.83
H -1.47 -3.28 0.93
H -2.09 -2.79 2.51
H -2.28 -1.70 1.12
C -3.43 3.56 8.02
O -2.97 4.16 6.82
C -3.59 3.64 5.67
C -2.82 4.16 4.46
O -3.28 3.63 3.21
C -4.64 3.84 2.90
H -4.43 3.95 8.23
H -2.72 3.84 8.79
H -3.49 2.47 7.93
H -4.66 3.93 5.63
H -3.59 2.54 5.67
H -1.77 3.89 4.54
H -2.85 5.27 4.42
H -5.35 3.46 3.64
H -4.83 3.35 1.94
H -4.85 4.91 2.72
C -0.94 -3.23 -3.59
O -0.64 -4.21 -4.50
C 0.47 -3.86 -5.28
C 0.79 -4.90 -6.31
O 1.41 -6.05 -5.88
C 0.68 -6.74 -4.88
H -1.58 -2.43 -4.01
H -0.04 -2.71 -3.23
H -1.45 -3.69 -2.76
H 1.33 -3.64 -4.62
H 0.30 -2.90 -5.80
H 1.48 -4.39 -7.00
H -0.10 -5.12 -6.93
H -0.32 -6.97 -5.26
H 0.60 -6.15 -3.97
H 1.24 -7.64 -4.65
C 7.68 -2.53 3.49
O 6.91 -1.56 2.91
C 5.94 -1.06 3.78
C 5.22 0.11 3.15
O 4.38 -0.38 2.13
C 3.42 0.56 1.74
H 8.26 -3.04 2.71
H 7.05 -3.33 3.92
H 8.37 -2.15 4.25
H 6.38 -0.75 4.75
H 5.16 -1.81 4.02
H 5.98 0.78 2.71
H 4.65 0.64 3.92
H 3.89 1.51 1.44
H 2.71 0.84 2.54
H 2.82 0.17 0.93
*
```

=====

(2)
Molecular formula: C26H63Br2ClN2O12P4
Method: DFT, ωB97M-V with the def2-TZVPD basis set

The calculation puts the HOMO energy at -8.6 eV. The lowest unoccupied orbital energy comes out at -0.0504 Eh. As for the molecular weight: 914.95 g/mol. The orbital gap comes out at 7.25 eV. Its structure (SMILES) is CCCCCCCCCCP(Cl)(CCN)(CNC)/C(Br)=C(\C)Br.COP(=O)(OC)OC.COP(=O)(OC)OC.COP(=O)(OC)OC.

The geometry in ORCA input format:
```
! wB97M-V def2-TZVPD RIJCOSX def2/J DEFGRID3
* xyz 0 1
C 1.69 -2.13 0.41
C 1.70 -3.64 0.13
C 2.25 -4.42 1.33
C 2.85 -5.78 0.96
C 3.19 -6.63 2.19
C 4.08 -5.92 3.21
C 5.56 -5.87 2.84
C 5.92 -4.69 1.89
C 7.36 -4.18 2.00
C 7.63 -2.87 2.75
P 6.63 -1.42 2.24
Cl 8.33 -0.83 0.74
C 7.07 0.19 3.07
C 8.54 0.28 3.55
N 9.29 1.39 2.97
C 5.55 -1.60 0.74
N 6.14 -2.30 -0.40
C 5.13 -3.10 -1.13
C 5.17 -1.69 3.50
Br 5.23 -3.08 4.81
C 4.08 -0.91 3.52
C 3.83 0.28 2.63
Br 2.61 -1.16 4.70
H 2.51 -1.61 -0.08
H 0.78 -1.66 0.04
H 1.82 -1.97 1.48
H 0.66 -3.95 0.01
H 2.27 -3.91 -0.76
H 1.50 -4.48 2.12
H 3.06 -3.80 1.73
H 2.09 -6.33 0.39
H 3.74 -5.61 0.36
H 3.58 -7.61 1.91
H 2.24 -6.84 2.70
H 4.01 -6.43 4.18
H 3.67 -4.93 3.37
H 6.20 -5.79 3.73
H 5.84 -6.78 2.31
H 5.15 -3.93 1.99
H 5.80 -5.11 0.89
H 7.74 -4.03 0.99
H 7.97 -4.98 2.43
H 8.64 -2.60 2.44
H 7.74 -2.96 3.83
H 6.87 0.95 2.32
H 6.43 0.35 3.93
H 9.08 -0.66 3.43
H 8.49 0.47 4.62
H 10.05 1.04 2.40
H 8.70 1.99 2.42
H 5.25 -0.59 0.43
H 4.62 -2.11 1.00
H 6.39 -1.58 -1.06
H 4.11 -2.72 -1.02
H 5.20 -4.16 -0.88
H 5.37 -3.03 -2.19
H 4.68 0.57 2.03
H 3.43 1.10 3.22
H 3.03 0.01 1.93
C -2.55 0.49 1.27
O -2.42 0.44 -0.16
P -1.15 1.27 -0.78
O -0.14 0.99 0.27
O -1.93 2.70 -0.62
C -3.33 2.85 -0.86
O -0.11 1.94 -1.86
C -0.55 2.28 -3.19
H -3.57 0.19 1.49
H -1.85 -0.19 1.74
H -2.38 1.51 1.63
H -3.86 2.90 0.10
H -3.73 2.02 -1.45
H -3.50 3.78 -1.40
H -1.27 3.10 -3.15
H -1.00 1.43 -3.69
H 0.32 2.60 -3.74
C -5.25 0.38 -6.86
O -5.51 1.79 -6.78
P -5.34 2.43 -5.29
O -4.22 1.69 -4.67
O -6.83 1.83 -4.88
C -7.92 1.67 -5.79
O -5.57 3.57 -4.15
C -6.46 4.69 -4.35
H -5.70 0.04 -7.79
H -4.18 0.19 -6.89
H -5.70 -0.15 -6.02
H -8.01 0.62 -6.08
H -7.81 2.27 -6.69
H -8.83 1.96 -5.27
H -7.49 4.33 -4.41
H -6.21 5.24 -5.25
H -6.37 5.34 -3.49
C -9.53 7.89 0.83
O -8.73 6.73 0.53
P -9.05 6.03 -0.86
O -9.37 7.01 -1.90
O -10.38 5.20 -0.41
C -10.69 4.85 0.94
O -8.31 4.81 -1.57
C -7.74 3.77 -0.75
H -9.43 8.06 1.90
H -9.17 8.75 0.28
H -10.58 7.71 0.58
H -11.46 5.52 1.32
H -9.82 4.90 1.59
H -11.08 3.83 0.94
H -8.53 3.21 -0.25
H -7.06 4.19 0.00
H -7.18 3.11 -1.41
*
```